(1)
113
Properties=species:S:1:pos:R:3 method="wB97M-V/def2-TZVPD" homo_lumo_gap_ev="6.7 / 7.2" lumo_energy_ev="-2.60 / -2.09" e_tot_ha=-4831.067911 spin_multiplicity=3
O -0.311 -0.136 1.157
V -0.795 -0.340 -0.342
O 2.370 -4.146 -1.247
V 2.303 -2.612 -1.605
N 2.153 0.646 -1.801
O 2.393 -0.493 -2.200
O 2.918 1.591 -1.962
O 1.183 0.792 -1.075
N -1.267 -0.567 -3.679
O -1.354 -0.468 -2.459
O -1.829 0.262 -4.435
O -0.775 -1.596 -4.089
N 3.687 -1.631 1.330
O 3.305 -2.118 0.276
O 3.006 -0.772 1.780
O 4.637 -2.035 1.960
F 0.383 -2.187 -0.715
C 0.752 3.122 -4.223
O 0.868 4.451 -4.731
H 0.605 2.455 -5.072
H 1.704 2.918 -3.734
H -0.100 2.985 -3.557
H 1.742 4.594 -5.103
C -3.873 -1.736 -0.919
O -2.741 -1.504 -0.145
H -3.772 -2.744 -1.323
H -4.745 -1.592 -0.282
H -3.845 -1.043 -1.760
H -2.716 -2.185 0.532
C 5.428 1.086 0.244
O 5.983 2.295 0.760
H 4.364 0.959 0.444
H 5.639 0.981 -0.820
H 5.989 0.303 0.754
H 6.338 2.036 1.614
C 3.581 2.634 5.396
O 2.261 2.229 5.205
H 4.273 1.792 5.354
H 3.926 3.455 4.767
H 3.676 3.012 6.414
H 2.128 1.893 4.316
C -0.833 3.699 3.286
O -0.563 5.073 3.223
H -1.871 3.462 3.051
H -0.193 3.234 2.536
H -0.565 3.227 4.231
H -0.621 5.292 2.290
C 2.064 -4.507 2.696
O 1.101 -4.565 1.702
H 1.915 -5.297 3.432
H 3.016 -4.883 2.320
H 2.295 -3.554 3.172
H 0.969 -5.501 1.536
C -4.269 2.595 -3.196
O -4.242 2.411 -1.758
H -5.089 2.001 -3.601
H -4.583 3.608 -3.448
H -3.407 2.215 -3.743
H -5.112 2.107 -1.488
C 2.708 5.032 -1.645
O 1.769 4.100 -1.165
H 3.667 4.700 -1.248
H 2.758 5.146 -2.728
H 2.507 6.000 -1.187
H 2.033 3.229 -1.470
C -1.216 2.670 -0.275
O -2.025 1.579 -0.346
H -1.626 3.438 0.381
H -0.231 2.434 0.127
H -1.000 3.028 -1.282
H -2.861 1.794 -0.766
C -1.195 -5.458 -0.989
O -1.726 -4.290 -1.604
H -0.873 -5.312 0.042
H -1.875 -6.308 -0.936
H -0.247 -5.784 -1.417
H -1.176 -3.548 -1.342
C 2.561 2.515 1.917
O 1.946 1.478 2.613
H 2.427 2.315 0.854
H 2.132 3.455 2.264
H 3.626 2.632 2.121
H 2.494 0.719 2.398
C -4.249 -2.291 -4.709
O -4.492 -0.915 -4.601
H -3.675 -2.666 -3.861
H -5.211 -2.746 -4.947
H -3.678 -2.333 -5.636
H -3.676 -0.446 -4.414
C -1.846 -3.380 2.847
O -1.327 -2.901 1.655
H -2.640 -2.746 3.243
H -2.198 -4.394 2.658
H -1.162 -3.495 3.688
H -0.427 -3.226 1.580
C -0.640 -0.192 4.625
O -1.969 -0.273 5.007
H -0.600 0.890 4.496
H -0.042 -0.469 5.493
H -0.325 -0.768 3.755
H -1.999 -0.214 5.965
C 1.836 -3.842 -4.764
O 1.455 -3.074 -3.628
H 2.591 -4.599 -4.552
H 0.926 -4.339 -5.100
H 2.153 -3.212 -5.596
H 0.668 -2.594 -3.898
C -4.236 0.176 2.305
O -2.922 0.637 2.579
H -4.496 0.448 1.281
H -4.320 -0.904 2.422
H -4.906 0.619 3.042
H -2.652 0.489 3.488

(2)
101
Properties=species:S:1:pos:R:3 method="wB97M-V/def2-TZVPD" total_charge=+1 homo_lumo_gap_ev=0.8 lumo_energy_ev=-7.55 e_tot_ha=-5956.493346
C 10.310 -1.431 3.248
C 10.080 -1.758 1.656
C 8.624 -2.417 1.287
C 7.333 -1.686 1.984
C 7.339 -0.048 1.914
C 7.172 0.564 0.386
C 8.030 1.953 0.274
C 7.192 3.330 0.540
C 5.681 3.139 1.141
C 4.527 3.135 -0.070
C 3.132 3.840 0.512
C 1.834 2.838 0.496
C 0.447 3.611 1.022
C -0.913 2.893 0.392
C -2.288 3.260 1.256
C -3.487 2.213 0.741
C -4.830 2.304 1.679
C -4.889 1.218 2.910
C -6.355 0.486 2.893
C -6.376 -1.018 2.240
B -5.418 -1.218 0.917
P -5.813 -2.448 -0.525
O -6.306 -3.883 -0.005
O -7.107 -1.704 -1.481
O -4.412 -2.765 -1.531
H 10.903 -2.300 3.805
H 11.038 -0.487 3.299
H 9.347 -1.124 3.837
H 10.897 -2.580 1.369
H 10.343 -0.819 0.969
H 8.589 -3.597 1.466
H 8.487 -2.286 0.110
H 6.359 -2.178 1.547
H 7.370 -1.974 3.140
H 6.389 0.319 2.522
H 8.286 0.337 2.484
H 6.066 0.621 0.008
H 7.717 -0.224 -0.327
H 9.012 1.964 0.952
H 8.443 2.015 -0.844
H 7.238 4.015 -0.435
H 7.803 3.943 1.362
H 5.444 4.130 1.763
H 5.547 2.254 1.895
H 4.309 2.063 -0.486
H 4.900 3.874 -0.926
H 3.267 4.193 1.644
H 2.880 4.822 -0.097
H 1.699 2.411 -0.588
H 2.036 2.001 1.314
H 0.398 3.576 2.198
H 0.422 4.727 0.656
H -0.810 1.711 0.327
H -1.052 3.300 -0.719
H -2.169 3.095 2.410
H -2.564 4.373 1.008
H -3.062 1.107 0.726
H -3.837 2.489 -0.366
H -5.820 2.211 1.033
H -4.859 3.394 2.149
H -3.978 0.479 2.951
H -4.844 1.856 3.918
H -7.183 1.157 2.381
H -6.689 0.366 4.032
H -6.151 -1.831 3.064
H -7.489 -1.219 1.884
H -4.419 -0.603 0.835
H -7.124 -2.154 -2.395
H -3.976 -1.914 -1.840
Li -1.389 0.431 -0.238
C -3.671 2.270 -5.275
C -2.384 1.482 -5.094
O -2.529 0.343 -4.250
C -3.462 -0.647 -4.676
C -3.130 -1.248 -6.031
H -4.059 2.599 -4.302
H -3.496 3.151 -5.901
H -4.452 1.673 -5.750
H -1.640 2.131 -4.621
H -1.964 1.186 -6.060
H -4.478 -0.239 -4.663
H -3.442 -1.444 -3.922
H -3.143 -0.499 -6.826
H -3.855 -2.026 -6.291
H -2.129 -1.693 -6.017
Br 12.711 -2.337 2.823
N -1.089 -3.411 -2.081
O -0.734 -3.822 -0.964
O -1.077 -2.194 -2.327
O -1.455 -4.217 -2.952
Cl -10.534 -3.744 1.578
C -9.396 -4.942 0.914
C -10.042 -6.304 0.722
Cl -10.434 -7.089 2.272
H -8.532 -4.997 1.584
H -9.054 -4.553 -0.050
H -9.354 -6.972 0.195
H -10.964 -6.234 0.135
Li 7.436 0.588 -2.201
Be -6.364 -6.082 -0.498
Cl -4.564 -3.079 2.862

(3)
71
Properties=species:S:1:pos:R:3 method="wB97M-V/def2-TZVPD" total_charge=-2 homo_lumo_gap_ev=4.2 lumo_energy_ev=4.74 e_tot_ha=-1456.718518
Pd 0.131 -0.142 0.402
C -0.419 -2.290 0.969
C -1.197 -2.257 -0.222
C -0.304 -2.308 -1.330
C 1.014 -2.347 -0.849
C 0.963 -2.297 0.580
C 2.106 -2.610 1.504
C 2.239 -2.543 -1.692
C -0.721 -2.434 -2.765
C -2.682 -2.448 -0.320
C -0.923 -2.547 2.359
H 1.938 -2.181 2.495
H 3.049 -2.202 1.129
H 2.250 -3.696 1.639
H 2.248 -1.872 -2.560
H 2.320 -3.571 -2.076
H 3.151 -2.340 -1.122
H -0.988 -3.469 -3.033
H 0.080 -2.123 -3.443
H -1.596 -1.812 -2.991
H -3.124 -1.812 -1.096
H -3.177 -2.197 0.621
H -2.953 -3.487 -0.568
H -0.363 -1.975 3.101
H -0.843 -3.612 2.630
H -1.968 -2.251 2.465
C -0.652 4.910 2.045
N -1.509 3.757 2.187
C -2.249 3.572 3.411
C -2.428 2.047 3.436
O -3.114 1.496 4.282
N -1.717 1.488 2.420
C -1.134 2.482 1.752
N -0.270 2.375 0.761
H -1.241 5.818 2.180
H -0.214 4.951 1.051
H 0.165 4.917 2.780
H -3.213 4.083 3.403
H -1.684 3.895 4.293
H -0.110 1.442 0.111
H 0.001 3.232 0.308
C -1.550 2.151 -2.800
C -0.395 2.469 -3.758
C 0.010 1.192 -4.507
C 0.813 3.111 -3.094
C 1.252 4.349 -3.543
C 2.401 4.963 -3.043
C 3.128 4.274 -2.072
C 2.737 3.036 -1.580
C 3.592 2.349 -0.534
C 2.887 2.227 0.825
C 4.054 0.961 -0.993
C 1.539 2.401 -2.065
O 1.133 1.275 -1.617
H -2.452 1.886 -3.365
H -1.787 3.014 -2.170
H -1.288 1.313 -2.155
H -0.765 3.194 -4.492
H 0.416 0.475 -3.790
H 0.772 1.409 -5.263
H -0.854 0.734 -5.004
H 0.680 4.852 -4.322
H 2.727 5.929 -3.409
H 4.043 4.719 -1.684
H 4.479 2.977 -0.398
H 2.132 1.440 0.793
H 2.396 3.165 1.099
H 3.611 1.977 1.611
H 3.181 0.323 -1.128
H 4.709 0.505 -0.241
H 4.599 1.017 -1.941

(4)
72
Properties=species:S:1:pos:R:3 method="wB97M-V/def2-TZVPD" total_charge=+4 homo_lumo_gap_ev="4.1 / 3.9" lumo_energy_ev="-14.83 / -14.94" e_tot_ha=-1391.295408
Ir -0.025 0.078 0.097
N 2.967 3.748 -1.407
C 1.762 2.832 -1.424
C 1.814 1.982 -2.687
C 0.532 1.190 -2.951
N 0.420 -0.010 -2.063
C -0.718 2.053 -2.859
C -0.784 2.877 -1.584
N -1.114 2.002 -0.407
C 0.498 3.684 -1.354
H 3.849 3.226 -1.341
H 2.932 4.403 -0.620
H 3.007 4.315 -2.261
H 1.844 2.203 -0.539
H 2.669 1.300 -2.641
H 1.955 2.631 -3.559
H 0.605 0.833 -3.979
H 1.237 -0.596 -2.221
H -0.369 -0.561 -2.408
H -1.619 1.437 -2.952
H -0.731 2.733 -3.713
H -1.591 3.603 -1.694
H -2.069 1.670 -0.550
H -1.164 2.589 0.424
H 0.443 4.193 -0.386
H 0.527 4.459 -2.127
C 2.374 2.190 2.844
C 3.188 1.686 1.675
C 4.378 2.320 1.336
C 5.148 1.873 0.268
C 4.738 0.774 -0.475
C 3.569 0.090 -0.156
C 3.215 -1.169 -0.912
C 2.811 0.561 0.925
N 1.621 -0.146 1.311
C 1.557 -0.930 2.318
C 2.718 -1.350 3.144
C 0.192 -1.480 2.629
C -0.080 -1.988 4.000
N -0.661 -1.401 1.671
C -1.907 -2.113 1.728
C -3.118 -1.473 1.706
C -3.285 0.006 1.563
C -4.315 -2.250 1.925
C -4.298 -3.641 2.094
C -3.101 -4.280 2.059
C -1.876 -3.550 1.834
C -0.648 -4.352 1.663
H 2.429 3.275 2.915
H 2.791 1.818 3.784
H 1.325 1.896 2.795
H 4.716 3.154 1.940
H 6.080 2.372 0.028
H 5.363 0.402 -1.281
H 3.419 -1.056 -1.980
H 2.181 -1.474 -0.759
H 3.846 -1.998 -0.581
H 3.657 -0.960 2.763
H 2.776 -2.443 3.171
H 2.598 -1.025 4.182
H 0.173 -1.203 4.720
H 0.556 -2.842 4.253
H -1.121 -2.266 4.142
H -2.332 0.523 1.506
H -3.836 0.408 2.419
H -3.892 0.221 0.677
H -5.260 -1.721 2.003
H -5.221 -4.189 2.236
H -3.049 -5.357 2.176
H -0.828 -5.134 0.915
H -0.438 -4.911 2.586
H 0.227 -3.785 1.365

(5)
23
Properties=species:S:1:pos:R:3 method="wB97M-V/def2-TZVPD" smiles=Cc1ccccc1.CC homo_lumo_gap_ev=10.1 lumo_energy_ev=1.05 e_tot_ha=-351.313312
C 2.231 0.762 2.394
C 0.881 0.266 1.982
C 0.397 0.270 0.680
C -0.958 0.119 0.458
C -1.834 -0.184 1.496
C -1.340 -0.319 2.778
C 0.002 -0.037 3.021
H 2.288 1.860 2.440
H 3.037 0.380 1.760
H 2.535 0.568 3.426
H 1.034 0.554 -0.153
H -1.372 0.138 -0.545
H -2.881 -0.334 1.271
H -1.980 -0.627 3.592
H 0.336 0.047 4.048
C 0.150 0.189 -3.384
C -0.681 -1.037 -3.754
H 0.220 0.821 -4.276
H -0.466 0.784 -2.705
H 1.159 -0.015 -3.042
H -1.243 -1.472 -2.916
H -0.076 -1.895 -4.060
H -1.439 -0.838 -4.511

(6)
49
Properties=species:S:1:pos:R:3 method="wB97M-V/def2-TZVPD" total_charge=-1 homo_lumo_gap_ev="6.2 / 7.3" lumo_energy_ev="3.08 / 2.58" e_tot_ha=-3421.641046 spin_multiplicity=5
Co 1.347 -0.375 -0.840
Cl 0.072 -1.863 -1.727
Cl 2.284 1.506 -0.565
C 2.512 -1.506 0.390
H 3.514 -1.101 0.189
H 2.385 -2.508 -0.050
C -0.997 1.692 -2.681
C 0.059 1.075 -3.130
H -0.916 2.424 -1.874
C 0.086 0.230 -4.373
H 1.037 1.221 -2.656
C -1.292 0.157 -5.069
H 0.825 0.634 -5.086
H 0.425 -0.787 -4.119
C -2.442 0.189 -4.063
H -1.370 1.033 -5.726
H -1.351 -0.737 -5.701
C -2.377 1.488 -3.237
H -3.405 0.108 -4.582
H -2.347 -0.667 -3.383
H -2.653 2.330 -3.897
H -3.141 1.469 -2.444
C -1.794 -0.598 0.702
P -0.041 -0.274 0.899
C 0.007 1.208 1.982
C -0.558 2.390 1.486
C -0.567 3.543 2.275
C -0.003 3.522 3.558
C 0.540 2.334 4.062
C 0.536 1.170 3.281
C 0.680 -1.579 1.909
C 2.175 -1.546 1.893
C 2.789 -2.720 2.608
C 2.020 -3.734 3.105
C 0.621 -3.748 2.959
C -0.036 -2.663 2.358
H -2.268 0.293 0.276
H -2.193 -0.812 1.700
H -1.924 -1.448 0.023
H -0.989 2.399 0.486
H -1.016 4.457 1.888
H 0.010 4.428 4.164
H 0.967 2.306 5.066
H 0.930 0.235 3.682
H 2.558 -0.604 2.340
H 3.880 -2.731 2.702
H 2.497 -4.566 3.636
H 0.042 -4.594 3.321
H -1.123 -2.680 2.262